# 1
Density functional theory data (ωB97M-V/def2-TZVPD) for C59H32Cl2I4N11RbSe as an isolated structure.

The geometry in XYZ format:
```
110
Properties=species:S:1:pos:R:3:mulliken_charge:R:1
Rb 0.726 0.932 0.103 0.6270
I -2.663 -9.234 2.599 -0.0107
C -1.739 -7.367 2.234 0.0704
C -2.043 -6.676 1.074 -0.8295
C -1.420 -5.461 0.834 0.1340
C -0.502 -4.934 1.744 -0.7252
C -0.238 -5.641 2.912 -0.1062
C -0.844 -6.867 3.161 -0.7445
C 0.129 -3.614 1.466 0.0713
C 0.958 -3.472 0.353 0.5583
C 1.389 -4.610 -0.459 -2.0591
C 1.851 -4.101 -1.617 -0.9628
C 1.720 -2.645 -1.515 -0.5866
C 1.913 -1.755 -2.572 0.5927
C 2.643 -2.192 -3.763 0.5313
C 2.243 -1.773 -5.047 -0.4083
C 2.867 -2.230 -6.193 -0.6727
C 3.916 -3.130 -6.082 -0.0784
I 4.824 -3.894 -7.833 -0.0245
C 4.368 -3.542 -4.841 -0.6028
C 3.745 -3.063 -3.700 -0.5477
C 1.299 -0.436 -2.623 0.3555
N 0.061 -0.125 -2.205 -0.4128
C -0.184 1.160 -2.585 -0.1638
C -1.430 1.831 -2.372 1.4282
C -1.733 3.055 -3.117 0.4521
C -1.310 3.258 -4.441 -0.4638
C -1.535 4.452 -5.106 -0.6451
C -2.215 5.472 -4.460 -0.1548
I -2.537 7.310 -5.452 -0.0171
C -2.682 5.306 -3.166 -0.9011
C -2.440 4.111 -2.510 -0.2757
C -2.413 1.366 -1.462 -0.3149
C -3.842 1.607 -1.593 -1.1529
C -4.443 0.846 -0.641 -1.6875
C -3.379 0.187 0.100 0.0944
N -2.178 0.556 -0.412 0.6104
C -3.505 -0.742 1.160 -0.1440
C -2.270 -1.073 1.839 0.5476
C -1.227 -0.249 2.100 -1.1734
C 0.005 -1.092 2.170 2.4853
C -0.611 -2.476 1.920 -0.7722
N -1.908 -2.440 1.892 -0.3267
C -4.654 -1.603 1.346 0.1664
C -4.842 -2.281 2.567 -0.1066
C -5.886 -3.167 2.758 -0.7203
C -6.781 -3.388 1.724 -0.0564
I -8.392 -4.735 2.000 -0.0401
C -6.627 -2.761 0.499 -0.7069
C -5.572 -1.884 0.315 -0.4807
C 0.983 1.702 -3.230 -0.7757
C 1.911 0.692 -3.262 -1.7559
N 1.244 -2.307 -0.292 0.8139
H -2.752 -7.078 0.361 0.3591
H -1.641 -4.897 -0.062 0.6025
H 0.468 -5.234 3.626 0.4071
H -0.610 -7.424 4.058 0.3629
H 1.298 -5.645 -0.168 0.4928
H 2.170 -4.649 -2.489 0.5443
H 1.402 -1.100 -5.135 0.5627
H 2.521 -1.905 -7.165 0.3698
H 5.202 -4.228 -4.765 0.3477
H 4.127 -3.362 -2.733 0.5712
H -0.814 2.452 -4.964 0.5137
H -1.195 4.579 -6.126 0.3939
H -3.211 6.104 -2.660 0.3492
H -2.794 3.990 -1.497 0.4822
H -4.322 2.210 -2.350 0.6162
H -5.498 0.781 -0.423 0.7290
H -1.239 0.825 2.166 0.9756
H 0.715 -0.857 1.375 -1.7897
H -4.132 -2.112 3.365 0.4215
H -6.001 -3.681 3.703 0.3596
H -7.309 -2.973 -0.314 0.3450
H -5.412 -1.449 -0.661 0.5391
H 1.113 2.711 -3.593 0.8488
H 2.921 0.716 -3.646 0.5547
Se 5.395 7.189 2.873 0.1892
N 5.744 5.532 2.300 -0.9085
C 4.631 4.849 2.420 1.1024
C 4.497 3.469 2.013 0.8983
C 5.552 2.747 1.447 -0.6755
C 5.335 1.458 1.027 -1.0237
C 4.057 0.918 1.193 -0.1819
N 3.055 1.573 1.739 -0.2774
C 3.250 2.831 2.150 -0.6057
C 2.115 3.532 2.748 -0.5325
N 0.971 2.852 2.901 0.0497
C -0.050 3.447 3.478 -0.2486
C -0.020 4.770 3.927 -0.8545
C 1.134 5.492 3.751 -0.9109
C 2.239 4.876 3.156 0.8038
C 3.498 5.557 2.961 1.1367
N 3.690 6.820 3.259 -0.8888
H 6.519 3.223 1.351 0.4861
H 6.122 0.870 0.576 0.4594
H 3.837 -0.099 0.875 0.4772
H -0.945 2.845 3.603 0.4387
H -0.891 5.202 4.401 0.4450
H 1.219 6.521 4.074 0.5181
Cl 2.321 3.511 -0.880 0.0141
C 1.012 4.669 -0.648 -0.5574
Cl -0.366 3.872 0.101 0.0475
H 0.703 5.050 -1.617 0.3830
H 1.362 5.462 0.004 0.5143
N 0.745 -1.057 3.411 -0.1995
C 0.708 -1.059 4.586 0.8706
N 0.796 -1.194 5.817 -0.7427
C 0.941 -0.467 6.887 0.4728
N 1.068 0.084 7.899 -0.5898
```

Calculated values
Total charge = -2



# 2
Density functional theory data (ωB97M-V/def2-TZVPD) for the molecule C13H17ClN2O5S.

The geometry in XYZ format:
```
39
Properties=species:S:1:pos:R:3:nbo_charge:R:1
C -3.444 -1.891 -1.428 -0.6351
H -3.982 -1.179 -2.015 0.2743
H -2.308 -1.646 -1.861 0.2095
H -3.748 -2.925 -1.828 0.2403
C -3.580 -1.900 -0.149 0.1347
N -3.257 -0.448 0.415 -0.6352
C -3.880 0.645 0.124 0.6377
O -4.829 0.882 -0.816 -0.6925
C -3.095 2.059 0.339 -0.1469
H -3.395 2.291 1.402 0.1938
H -3.261 3.048 -0.260 0.2722
O -1.758 1.841 0.452 -0.4908
C -0.741 2.418 -0.072 0.7484
O -0.998 3.789 -0.331 -0.6665
C 0.584 1.968 -0.093 -0.2052
C 0.662 0.568 0.181 -0.0119
C 2.021 -0.131 0.071 -0.5531
C 3.082 0.772 0.046 0.0496
C 3.097 2.318 -0.129 -0.1357
C 1.704 2.830 0.082 -0.0777
H 1.569 3.851 -0.156 0.2467
H 3.759 2.921 0.040 0.1845
Cl 4.646 0.194 -0.020 0.0915
S 2.027 -1.706 0.234 2.3191
O 0.746 -2.090 -0.236 -0.9107
O 3.029 -2.146 1.118 -0.8525
N 2.847 -2.271 -1.401 -1.0859
H 3.761 -2.389 -1.325 0.3758
H 2.150 -2.608 -1.926 0.3833
H -0.086 -0.096 0.153 0.2189
H -2.334 -0.165 0.839 0.4111
C -5.077 -1.984 0.338 -0.5587
H -5.328 -2.926 0.228 0.1965
H -5.731 -1.375 -0.041 0.2299
H -5.156 -1.898 1.546 0.1943
C -2.609 -2.476 0.756 -0.5568
H -2.685 -2.535 1.624 0.1953
H -2.924 -3.686 0.758 0.1749
H -1.638 -2.479 0.419 0.2328
```



# 3
Density functional theory data (ωB97M-V/def2-TZVPD) for a 2-piece molecular cluster, C4H13N2 overall.

The geometry in XYZ format:
```
19
Properties=species:S:1:pos:R:3:nbo_charge:R:1
C -1.894 -0.253 0.694 -0.1833
N -3.207 0.321 0.232 -0.7780
C -0.665 0.565 0.136 -0.1702
N 0.562 -0.190 0.469 0.0386
C 3.793 -0.458 0.281 -0.8478
C -0.764 0.517 -1.437 -0.6334
H -1.719 -1.287 0.259 0.2303
H -1.894 -0.370 1.806 0.2468
H -4.100 0.136 0.790 0.4312
H -3.427 -0.060 -0.724 0.3877
H -0.508 1.565 0.560 0.2943
H 0.814 0.005 1.455 0.3516
H 4.227 0.177 1.038 0.2245
H 4.402 -0.297 -0.694 0.2413
H 2.716 -0.275 0.133 0.1809
H 3.996 -1.558 0.599 0.2344
H -0.676 -0.597 -1.856 0.2477
H 0.008 1.058 -1.970 0.2578
H -1.661 1.002 -1.770 0.2457
```

Calculated values
Total charge = +1



# 4
Density functional theory data (ωB97M-V/def2-TZVPD) for a 2-piece molecular cluster, C2H3NO overall.

The geometry in XYZ format:
```
7
Properties=species:S:1:pos:R:3:nbo_charge:R:1
C 1.680 0.248 -0.443 0.0577
C -1.182 0.236 -0.382 0.0965
N 2.197 -0.072 0.468 -0.3226
O -1.716 -0.770 0.198 -0.6156
H -0.489 0.754 0.316 0.0546
H 1.022 0.509 -1.281 0.2502
H -1.513 -0.906 1.125 0.4792
```



In Eh, the total energy values for the records above are, in order, -7406.51692; -1849.17473; -269.24225; -207.84720.